Entry 1:
Computed, not measured: a molecular structure, C20H20HgN3O4 in a non-equilibrium geometry, with ωB97M-V/def2-TZVPD.

Structure (XYZ):
```
48
Properties=species:S:1:pos:R:3:forces:R:3
Hg 1.0308 1.1765 -1.4528 -0.42 -0.79 0.89
O 1.8365 0.6477 5.8182 -0.08 0.09 0.04
C 0.9173 1.3054 5.3020 0.04 0.05 0.11
O 0.0812 2.0973 5.7692 0.09 -0.08 0.04
C 0.7820 1.0890 3.7764 -0.13 -0.06 -0.09
C -0.2377 1.7035 3.0627 0.01 -0.01 -0.01
C -0.3395 1.4751 1.7003 0.01 0.02 -0.02
N 0.4998 0.6630 1.0620 0.12 0.39 -0.33
C 1.4639 0.0509 1.7385 0.05 -0.01 -0.03
C 1.6465 0.2456 3.0980 0.04 -0.07 -0.04
C 2.3055 -0.8726 0.9277 -0.04 0.07 -0.04
C 3.1924 -1.7767 1.5033 0.02 -0.06 0.04
C 3.9046 -2.6337 0.6865 0.04 -0.03 0.00
C 3.7253 -2.5752 -0.6877 -0.02 -0.03 0.02
C 2.8394 -1.6397 -1.1850 -0.08 0.00 0.07
N 2.1475 -0.8176 -0.3945 0.38 0.23 -0.55
C -1.3969 2.0930 0.8497 0.08 -0.06 -0.02
C -2.2970 3.0333 1.3433 -0.02 0.04 0.06
C -3.2628 3.5491 0.5016 -0.05 0.04 0.00
C -3.3116 3.1259 -0.8187 -0.01 -0.03 0.00
C -2.3700 2.2041 -1.2336 0.03 -0.06 0.13
N -1.4406 1.6908 -0.4228 -0.02 0.33 -0.52
H -0.9128 2.3421 3.6155 0.03 -0.02 0.05
H 2.4390 -0.2248 3.6637 -0.05 0.01 0.07
H 3.3211 -1.8135 2.5751 -0.06 0.00 0.00
H 4.5947 -3.3450 1.1211 0.00 0.00 0.00
H 4.2601 -3.2339 -1.3574 0.00 0.02 0.00
H 2.6638 -1.5404 -2.2504 0.00 0.03 0.01
H -2.2349 3.3694 2.3679 0.00 -0.05 0.00
H -3.9697 4.2797 0.8731 0.01 -0.01 -0.01
H -4.0526 3.5026 -1.5096 0.01 0.00 0.00
H -2.3593 1.8503 -2.2593 0.02 0.01 0.00
C -0.3384 -0.0872 -4.5639 -0.01 -0.05 -0.01
O 0.3545 -0.8879 -3.6267 0.11 0.10 0.17
C -0.3959 -2.0092 -3.1751 -0.02 0.09 0.01
C -1.3735 -1.6709 -2.0656 0.04 0.02 0.07
O -0.7086 -1.8514 -0.8374 -0.04 0.00 0.03
C -1.5699 -1.7169 0.2764 0.02 0.03 -0.02
H -0.6262 -0.6769 -5.4399 0.00 -0.01 -0.01
H 0.3377 0.7062 -4.8753 -0.01 0.01 0.01
H -1.2413 0.3613 -4.1343 0.00 0.00 0.00
H 0.3266 -2.7149 -2.7666 0.00 -0.07 -0.05
H -0.9089 -2.4773 -4.0212 0.01 0.05 -0.05
H -2.2593 -2.3163 -2.1257 0.00 -0.04 0.04
H -1.7098 -0.6271 -2.1573 -0.08 -0.05 -0.03
H -2.3479 -2.4878 0.2614 -0.01 -0.02 -0.01
H -2.0419 -0.7300 0.2959 0.01 -0.02 -0.01
H -0.9633 -1.8350 1.1712 -0.01 -0.01 0.00
```
Positions in Å, forces in eV/Å.

Values from the calculation:
Energy above the lowest of the compared OMol25 structures with the same formula, charge and spin = 0.4503 eV
HOMO-LUMO gap (spin up / spin down) = 7.20 / 4.86 eV
Multiplicity = 2
M = 566.99 g/mol


Entry 2:
Computed, not measured: CH4N2OS in the gas phase in a non-equilibrium geometry, with ωB97M-V/def2-TZVPD.

Structure (XYZ):
```
9
Properties=species:S:1:pos:R:3:forces:R:3
N -0.3622 -0.4496 -1.4203 -0.85 -0.76 -0.72
C -0.0258 0.2010 -0.2893 0.12 -1.78 -0.71
S 1.3922 0.9409 -0.0187 1.12 1.10 -0.27
N -0.8568 0.0225 0.7681 -0.57 0.13 1.52
O -1.2791 -1.3402 0.9145 -1.21 0.89 0.38
H -1.2768 -0.9962 -1.4987 2.23 1.05 0.27
H 0.4540 -0.6605 -2.0101 -1.16 0.16 0.17
H -0.3136 0.3383 1.5889 -0.71 -0.52 -0.28
H -2.2178 -1.2305 1.2038 1.03 -0.28 -0.35
```
Positions in Å, forces in eV/Å.

Values from the calculation:
Energy above the lowest of the compared OMol25 structures with the same formula, charge and spin = 1.9994 eV
HOMO-LUMO gap = 9.04 eV
Structure (SMILES) = NC(=S)NO
M = 92.12 g/mol


Entry 3:
Computed, not measured: a molecular structure, C21H25IrN5O in a non-equilibrium geometry, with ωB97M-V/def2-TZVPD.

Structure (XYZ):
```
53
Properties=species:S:1:pos:R:3:forces:R:3
Ir 9.2826 9.2592 10.0271 -0.87 0.85 -0.20
C 8.0431 10.2446 7.2945 1.96 0.15 -1.46
C 9.5523 10.6510 6.8110 -1.68 0.46 -1.17
C 10.5620 9.5978 6.7751 -1.05 0.12 0.91
C 11.5918 9.4854 5.8013 2.61 -0.78 0.89
C 12.7812 8.8333 6.2306 1.44 -0.96 -0.95
C 12.8779 8.0584 7.3603 -2.24 1.99 -1.34
C 11.6643 8.0677 8.0471 -0.12 -0.76 1.97
N 10.5803 8.8165 7.8483 0.28 -0.52 1.12
N 7.7074 10.5302 8.6678 1.31 0.47 0.55
C 7.7313 12.0085 8.8840 -2.27 -0.11 0.81
C 8.3113 12.2861 10.2849 0.09 -1.10 -0.35
C 8.0737 13.4554 11.0006 -1.48 -1.44 -2.41
C 8.5604 13.8021 12.2054 1.34 -1.94 -0.16
C 9.5390 12.8394 12.6271 -0.60 2.59 1.08
C 9.6801 11.6610 11.9765 -1.27 0.40 -0.17
N 8.9639 11.2753 10.8880 1.16 0.49 -1.17
C 6.3855 10.0031 8.9442 -0.66 -2.30 -1.36
C 6.3713 8.4816 9.1409 0.20 -0.93 0.85
C 5.3716 7.5713 8.7814 0.29 -1.25 -0.24
C 5.4538 6.1704 9.0774 2.06 1.41 0.56
C 6.6313 5.7182 9.7140 0.94 -0.75 0.16
C 7.6446 6.6408 10.0140 -0.89 0.95 0.61
N 7.4318 7.9906 9.8238 1.56 -0.71 -0.30
H 7.8520 9.1902 7.1438 0.26 -0.31 -0.35
H 7.4120 10.7931 6.5915 -0.26 0.06 0.16
H 10.0178 11.4994 7.3353 -0.20 -0.09 0.50
H 9.4650 11.1070 5.8075 -0.13 -0.36 0.22
H 11.6798 9.9859 4.8654 -0.67 0.45 -0.68
H 13.6877 8.7638 5.6558 -0.02 0.77 -0.97
H 13.6725 7.5303 7.8104 1.17 -0.49 -0.26
H 11.7753 7.4617 8.9203 -1.17 -0.32 0.84
H 6.6346 12.3884 8.8046 1.71 -0.46 0.35
H 8.1718 12.4330 7.9799 0.64 0.53 0.76
H 7.2153 13.7770 10.5098 -1.25 2.55 -0.35
H 8.1807 14.6818 12.6856 0.32 0.23 0.66
H 10.0964 13.1321 13.5106 0.27 -0.70 -0.01
H 10.2734 10.9144 12.3316 1.80 -1.75 1.28
H 5.8169 10.1476 8.0256 -0.72 0.53 0.31
H 5.9553 10.4486 9.8019 -0.54 0.71 0.76
H 4.5641 7.8295 8.1305 -0.53 0.68 -0.03
H 4.7281 5.4358 8.7730 -0.44 0.19 -0.11
H 6.8575 4.6286 9.9363 -0.61 1.47 -0.37
H 8.6039 6.4195 10.5430 -1.01 -0.28 -0.71
C 12.1747 7.4928 12.8304 -0.12 -1.32 0.31
C 10.7921 7.6953 12.3225 1.55 1.79 -1.18
N 9.7125 7.5120 13.0076 -0.53 -0.83 1.21
O 10.7795 8.1600 11.1096 -1.65 0.05 -0.67
H 12.7594 8.3777 13.0813 -0.48 0.40 -0.16
H 12.7093 7.0027 11.9843 -0.19 0.00 0.92
H 12.1123 6.8841 13.7416 0.50 -0.13 -0.35
H 9.8201 7.1580 13.9663 -0.28 0.14 -0.44
H 8.7639 7.5261 12.6305 0.44 0.13 0.14
```
Positions in Å, forces in eV/Å.

Values from the calculation:
HOMO-LUMO gap (spin up / spin down) = 8.61 / 4.63 eV
Multiplicity = 6
Total charge = +4
M = 555.68 g/mol


Entry 4:
Computed, not measured: 2 unconnected molecules or ions with the total composition C6H10O, with ωB97M-V/def2-TZVPD.

Structure (XYZ):
```
17
Properties=species:S:1:pos:R:3:forces:R:3
C 0.5735 1.0797 1.5666 -0.02 0.01 0.04
C 0.6593 -0.0364 0.5474 0.22 0.11 -0.03
O -0.3206 -1.0756 0.9025 -0.11 -0.17 -0.17
C -1.3288 -0.9550 0.0084 -0.12 -0.17 0.28
C -1.0385 -0.2631 -1.1058 -0.02 0.04 0.15
C -0.8426 1.1996 -1.3037 -0.05 0.17 -0.05
C 0.3243 0.3285 -0.8877 0.13 -0.06 -0.02
H 0.7033 0.6875 2.5775 -0.01 0.08 -0.06
H -0.3987 1.5820 1.5106 0.14 -0.09 0.02
H 1.3577 1.8158 1.3622 -0.11 -0.08 0.05
H 1.6223 -0.5451 0.5985 0.05 0.18 -0.05
H -2.2307 -1.4694 0.3300 0.01 0.24 -0.17
H -1.2771 1.8673 -0.5602 -0.05 -0.16 -0.22
H -0.8135 1.6084 -2.3096 0.04 -0.03 0.10
H 1.0817 0.1550 -1.6519 -0.15 -0.04 0.15
H 1.2255 -3.2397 -0.8682 0.11 -0.09 -0.05
H 0.7029 -2.7397 -0.7168 -0.07 0.05 0.01
```
Positions in Å, forces in eV/Å.

Values from the calculation:
Energy above the lowest of the compared OMol25 structures with the same formula, charge and spin = 3.6902 eV
HOMO-LUMO gap = 9.05 eV
Structure (SMILES) = C[C@H]1OC=C2C[C@H]21.[H][H]
M = 98.14 g/mol


Entry 5:
Computed, not measured: a molecular structure, C30H18Cl5LiN2O4Se2Te, with ωB97M-V/def2-TZVPD.

Structure (XYZ):
```
63
Properties=species:S:1:pos:R:3:forces:R:3
Li 2.0571 -0.0984 1.0099 0.01 -0.05 -0.03
Cl 4.2162 -2.7425 1.2229 0.00 0.00 0.00
C 5.0075 -1.1679 1.2996 -0.01 -0.02 0.00
C 4.2189 -0.0429 1.1461 0.00 0.03 0.01
C 4.9163 1.1517 1.2106 0.02 -0.02 -0.01
Cl 4.0135 2.6484 1.0135 -0.01 0.00 0.00
C 6.2906 1.2501 1.4180 -0.01 0.02 0.00
Cl 7.0991 2.7849 1.4890 0.00 0.00 0.00
C 7.0315 0.0811 1.5718 0.01 -0.02 0.00
Cl 8.7430 0.1562 1.8336 0.00 0.00 0.00
C 6.3839 -1.1499 1.5113 -0.01 0.02 0.00
Cl 7.3036 -2.6098 1.7007 0.00 -0.01 0.00
Se 0.6527 -3.6472 0.5272 0.01 0.02 0.04
Se 0.6564 -2.1691 2.2876 -0.03 -0.02 -0.03
C -1.1009 -1.3944 2.0369 0.03 -0.01 0.03
C -1.6318 -0.6591 3.0945 -0.02 0.00 -0.01
C -2.8350 -0.0124 2.8892 0.01 -0.01 0.00
C -3.4680 -0.1376 1.6592 0.00 0.00 0.00
C -2.8596 -0.9117 0.6870 0.01 0.00 0.01
N -1.6939 -1.5314 0.8679 0.00 0.00 -0.01
C 0.9039 -2.4198 -0.9421 -0.01 -0.01 -0.03
C 0.5749 -2.9112 -2.2001 0.00 0.00 0.01
C 0.7016 -2.0682 -3.2865 0.00 -0.01 -0.01
C 1.1381 -0.7662 -3.0785 -0.01 -0.04 -0.04
C 1.4403 -0.3772 -1.7871 0.04 -0.01 0.01
N 1.3398 -1.1927 -0.7272 0.01 -0.01 0.02
H -1.0825 -0.5541 4.0196 0.00 -0.01 0.00
H -3.2587 0.6045 3.6729 0.00 0.00 0.00
H -4.4018 0.3674 1.4504 0.00 0.00 0.00
H -3.3125 -1.0339 -0.2912 0.00 0.00 0.00
H 0.1943 -3.9176 -2.3182 0.00 0.00 0.00
H 0.4329 -2.4056 -4.2796 0.01 0.01 0.00
H 1.2167 -0.0849 -3.9154 -0.01 0.08 0.05
H 1.7788 0.6298 -1.5691 -0.01 0.00 -0.01
Te -0.7092 0.1439 -7.1995 0.01 -0.02 0.00
C -1.4154 -1.5046 -6.0802 -0.01 -0.03 -0.02
C -1.1000 -2.8236 -6.4352 -0.01 0.01 0.00
C -1.5329 -3.9068 -5.6812 0.00 0.00 0.01
C -2.3022 -3.7118 -4.5398 0.00 0.00 -0.01
C -2.6305 -2.4124 -4.1729 0.01 0.00 0.00
C -2.1962 -1.3331 -4.9295 -0.01 0.01 0.00
H -0.4932 -2.9931 -7.3167 0.00 0.00 0.00
H -1.2608 -4.9125 -5.9853 0.00 0.00 0.00
H -2.6324 -4.5540 -3.9431 0.00 0.00 0.00
H -3.2146 -2.2365 -3.2759 0.00 0.00 0.00
H -2.4484 -0.3265 -4.6183 0.00 0.00 0.00
O 1.0855 0.7846 3.3769 -0.05 0.07 -0.08
C 0.5344 1.4072 2.4468 0.04 -0.05 0.05
O 0.7340 1.2418 1.2138 -0.02 0.05 0.06
C -0.5358 2.4277 2.8180 0.01 -0.01 -0.01
C -0.8163 2.6815 4.1534 0.00 0.00 0.01
C -1.8485 3.5419 4.5396 0.00 0.00 0.00
C -2.5751 4.1175 3.5268 0.00 0.00 0.00
O -3.6178 5.0217 3.6174 0.00 0.01 0.00
C -4.1649 5.0303 2.3036 0.00 0.00 0.00
O -3.1454 4.6315 1.4088 0.00 0.00 0.00
C -2.2899 3.8764 2.1950 0.00 0.00 0.00
C -1.2757 3.0433 1.8019 0.00 0.00 0.00
H -0.2121 2.1716 4.8923 0.00 0.00 0.00
H -2.0691 3.7465 5.5789 0.00 0.00 0.00
H -4.4980 6.0359 2.0555 0.00 0.00 0.00
H -4.9942 4.3095 2.2574 0.00 0.00 0.00
H -1.0424 2.8333 0.7674 0.00 0.00 0.00
```
Positions in Å, forces in eV/Å.

Values from the calculation:
Energy above the lowest of the compared OMol25 structures with the same formula, charge and spin = 0.0000 eV
HOMO-LUMO gap = 5.24 eV
Total charge = -2
M = 940.21 g/mol


Entry 6:
Computed, not measured: a molecular structure, C28H13Cl4I2MoN3O8 in a non-equilibrium geometry, with ωB97M-V/def2-TZVPD.

Structure (XYZ):
```
59
Properties=species:S:1:pos:R:3:forces:R:3
Mo -0.2920 -0.0153 0.0859 2.87 -0.19 -0.18
Cl 5.5771 0.0544 3.3957 0.27 0.00 0.03
C 3.8993 0.0096 3.0531 -0.26 -0.01 -0.04
C 2.9671 0.0188 4.0909 -0.02 0.00 -0.23
Cl 3.5191 0.0716 5.7111 0.08 0.01 0.28
C 1.5936 -0.0088 3.8382 0.01 0.11 -0.34
Cl 0.4682 0.0203 5.1332 -0.28 -0.03 -0.04
C 1.1414 -0.0316 2.5151 1.22 -0.01 -0.16
O -0.0885 -0.0814 2.0863 -0.61 0.06 0.47
C 2.1033 -0.0553 1.4622 0.38 -0.01 1.98
O 1.5281 -0.1638 0.2877 2.40 -0.05 -1.13
C 3.4657 -0.0367 1.7282 -0.37 0.01 -0.06
Cl 4.5734 -0.0817 0.4170 0.03 -0.02 -0.17
I 0.0962 0.0785 -2.6975 0.18 0.81 0.20
C 0.0211 2.2369 -2.5901 0.05 -0.71 -0.41
C 0.0235 2.9166 -3.7722 0.05 -0.44 0.24
C -0.0104 4.3180 -3.7436 0.00 0.21 0.10
C -0.0270 4.9720 -2.5459 0.02 0.00 -0.24
C -0.0243 4.2640 -1.3267 0.06 -0.37 0.09
C -0.0039 4.9498 -0.0952 0.02 -0.05 0.31
C -0.0082 4.2592 1.0824 0.03 0.29 -0.18
C -0.0628 2.8565 1.0776 -0.07 -0.30 -0.04
C -0.0779 2.1173 -0.0853 -0.20 -0.33 0.44
C -0.0259 2.8336 -1.3162 0.05 0.27 -0.11
H 0.0569 2.3880 -4.7122 0.00 -0.01 -0.09
H -0.0082 4.8569 -4.6767 -0.01 0.14 -0.10
H -0.0346 6.0524 -2.5102 0.00 0.08 -0.01
H 0.0281 6.0290 -0.1016 -0.03 0.14 -0.01
H 0.0172 4.7824 2.0267 0.00 0.09 0.07
H -0.1158 2.3523 2.0356 0.01 -0.04 -0.02
I -2.4474 -2.4627 1.6546 -0.07 -0.62 0.09
C -0.8553 -3.3152 0.5850 -0.22 0.32 0.17
C -0.7759 -4.6877 0.4205 0.06 -0.12 -0.04
C 0.3586 -5.2006 -0.1897 0.00 0.40 0.11
C 1.3626 -4.3211 -0.5809 -0.20 -0.21 0.04
C 1.1708 -2.9667 -0.3981 0.27 0.05 -0.12
N 0.0644 -2.4588 0.1537 -0.39 -0.17 0.17
H -1.5734 -5.3270 0.7718 0.04 0.03 0.01
H 0.4683 -6.2634 -0.3267 0.01 -0.16 -0.04
H 2.2755 -4.6848 -1.0237 0.10 0.02 -0.04
H 1.9345 -2.2478 -0.6782 -0.12 -0.01 -0.04
O -2.6943 1.2114 -1.9938 -1.49 -0.78 1.66
C -2.9996 0.6550 -0.9369 0.93 1.53 -2.79
O -2.0344 0.1960 -0.1708 -4.51 0.16 -0.04
C -4.3767 0.4419 -0.4703 -0.97 -0.17 0.45
C -4.6387 0.1824 0.8750 0.11 0.09 -0.13
C -5.9387 -0.0607 1.2871 0.04 0.31 -1.41
C -7.0080 -0.0261 0.3980 0.20 0.03 -0.07
C -6.7303 0.2524 -0.9384 1.00 -0.07 1.07
C -5.4380 0.4887 -1.3775 0.26 0.01 0.05
N -7.8107 0.2853 -1.8981 -0.62 0.03 -0.55
O -7.5202 0.4580 -3.0638 0.01 0.00 0.01
O -8.9373 0.1372 -1.4748 -0.09 -0.02 0.05
N -6.1665 -0.3717 2.6767 -0.16 -0.15 0.80
O -7.3142 -0.4312 3.0601 -0.07 -0.01 0.02
O -5.1848 -0.5602 3.3693 -0.02 -0.05 0.05
H -3.8486 0.1969 1.6138 0.01 -0.06 -0.11
H -8.0187 -0.2099 0.7278 -0.01 -0.01 0.02
H -5.2521 0.7046 -2.4184 0.04 0.00 -0.05
```
Positions in Å, forces in eV/Å.

Values from the calculation:
HOMO-LUMO gap (spin up / spin down) = 6.26 / 6.27 eV
M = 1010.99 g/mol